1.
{
  "formula": "C11H16BrF6GaN7O9",
  "method": "the ωB97M-V functional and the def2-TZVPD basis",
  "elements": ["N", "C", "O", "Ga", "Br", "C", "C", "O", "O", "C", "O", "C", "F", "F", "C", "F", "F", "C", "F", "F", "C", "O", "O", "H", "H", "H", "H", "C", "O", "N", "N", "H", "H", "H", "H", "C", "O", "N", "N", "H", "H", "H", "H", "C", "O", "N", "N", "H", "H", "H", "H"],
  "positions_angstrom": [[-1.7175, -1.8260, 4.1811], [-2.2424, -0.7963, 4.0503], [-2.8087, 0.3238, 3.9081], [-3.4562, 0.6901, 2.1365], [-4.9167, 2.5286, 2.3738], [-4.4565, -0.9033, 1.4480], [-4.5772, -0.8180, -0.0232], [-5.1540, 0.0329, -0.6559], [-3.9178, -1.8309, -0.6558], [-1.9307, 1.3273, 0.8982], [-2.1378, 1.7671, -0.2057], [-0.4234, 1.3143, 1.3217], [-0.3198, 1.3236, 2.6625], [0.1584, 2.4568, 0.8649], [0.4491, 0.1303, 0.7747], [1.3544, -0.2256, 1.7204], [1.1379, 0.5411, -0.3047], [-0.3304, -1.1424, 0.3835], [-0.9312, -0.9502, -0.7997], [-1.2653, -1.3771, 1.3294], [0.6195, -2.3592, 0.2784], [1.3958, -2.4436, -0.6265], [0.5481, -3.2198, 1.2806], [-3.9684, -1.8325, 1.7317], [-5.4502, -0.8534, 1.8907], [-3.8886, -1.5800, -1.5900], [-0.3471, -3.2773, 1.6505], [5.1309, 1.2453, 2.0117], [6.3201, 1.2159, 2.2803], [4.3655, 2.3657, 2.1988], [4.4596, 0.1711, 1.5030], [3.3859, 2.4064, 1.9890], [4.8222, 3.1751, 2.5726], [4.9805, -0.6717, 1.3539], [3.4814, 0.1884, 1.2861], [0.8758, -4.9738, -3.3338], [0.3321, -5.5068, -2.3830], [1.5094, -3.7708, -3.2531], [0.8842, -5.5598, -4.5787], [1.9450, -3.3358, -4.0431], [1.5290, -3.3033, -2.3595], [0.4227, -6.4442, -4.6692], [1.3205, -5.1470, -5.3799], [0.4537, 5.6173, -2.0825], [0.6430, 6.7267, -2.5530], [0.5508, 4.4759, -2.8331], [0.1298, 5.4113, -0.7735], [0.3822, 3.5593, -2.4623], [0.7823, 4.5830, -3.8015], [0.0294, 6.2166, -0.1862], [-0.0363, 4.5011, -0.3832]],
  "lumo_energy_ev": 2.2,
  "homo_energy_ev": -6.8,
  "total_charge": -1
}



2.
{
  "formula": "C11H16Cl3MoNO2",
  "method": "the ωB97M-V functional and the def2-TZVPD basis",
  "elements": ["C", "C", "C", "C", "C", "C", "C", "C", "C", "C", "Mo", "Cl", "Cl", "Cl", "H", "H", "H", "H", "H", "H", "H", "H", "H", "H", "H", "H", "H", "H", "H", "O", "H", "O", "C", "N"],
  "positions_angstrom": [[-0.3778, 0.9695, -1.0660], [-1.2468, -0.1122, -0.7185], [-0.4334, -1.2702, -0.5125], [-2.7287, -0.0251, -0.7432], [0.9429, -0.9099, -0.7705], [0.9673, 0.4888, -1.1284], [2.1678, 1.2708, -1.5113], [-0.7922, 2.3108, -1.5362], [-0.9270, -2.6489, -0.3100], [2.1271, -1.8108, -0.8626], [0.3983, 0.3028, 1.0736], [-2.8393, -1.1710, 2.5105], [-0.9509, 2.3365, 1.6328], [1.4092, -1.6616, 2.1083], [-3.0750, 0.9797, -0.4899], [-3.0945, -0.7718, -0.0374], [-3.1867, -0.2495, -1.7257], [-1.7788, -2.6285, 0.3707], [-0.1573, -3.2364, 0.1817], [-1.1917, -3.1258, -1.2674], [1.9892, -2.7309, -0.2866], [2.9890, -1.3348, -0.3968], [2.3505, -1.9991, -1.9215], [3.0329, 0.5893, -1.4552], [2.3194, 2.1428, -0.8673], [2.0448, 1.7079, -2.5107], [-1.7312, 2.6216, -1.0699], [-0.8608, 2.3457, -2.6287], [-0.0033, 3.0250, -1.3140], [1.8245, 1.3743, 1.5364], [1.6890, 2.0553, 2.2104], [-0.2274, 0.6206, 5.6900], [-0.2855, 0.3838, 4.5013], [-0.3634, 0.1614, 3.3145]],
  "multiplicity": 3,
  "lumo_energy_ev": [5.1, 5.1],
  "homo_energy_ev": [-0.5, -0.5],
  "relative_energy_kj_mol": 145.2,
  "total_charge": -2
}



3.
{
  "formula": "C11H16Cl3N5",
  "method": "the ωB97M-V functional and the def2-TZVPD basis",
  "elements": ["C", "C", "N", "H", "H", "H", "C", "C", "N", "H", "H", "H", "C", "C", "N", "H", "H", "H", "C", "C", "N", "H", "H", "H", "C", "C", "N", "H", "H", "H", "C", "Cl", "Cl", "Cl", "H"],
  "positions_angstrom": [[2.1637, -3.0335, 2.4751], [3.5675, -2.7887, 2.8339], [4.6540, -2.5989, 3.1424], [1.4992, -2.4535, 3.1081], [2.0182, -4.0867, 2.7323], [2.0572, -2.8664, 1.4096], [0.0726, 4.0598, 0.1109], [-0.1535, 4.1107, 1.5501], [-0.3162, 4.1309, 2.6854], [0.9670, 3.4640, -0.0730], [0.1924, 5.0575, -0.3067], [-0.7786, 3.6061, -0.3976], [0.2649, 0.1298, -5.1657], [-1.1096, 0.2270, -4.6786], [-2.1892, 0.2945, -4.2972], [0.9017, 0.7076, -4.4951], [0.3547, 0.5471, -6.1634], [0.5626, -0.9141, -5.0974], [-1.6185, -2.7708, 3.2904], [-1.2998, -2.0344, 2.0763], [-1.0479, -1.4512, 1.1210], [-1.1170, -2.3063, 4.1379], [-1.3299, -3.8137, 3.1806], [-2.6887, -2.7397, 3.4912], [-2.4230, 0.8902, -0.7972], [-3.0723, 2.1565, -1.1217], [-3.5536, 3.1604, -1.3995], [-2.7828, 0.1144, -1.4709], [-2.6278, 0.6012, 0.2302], [-1.3489, 0.9843, -0.9192], [1.9697, -0.0974, -0.1482], [1.0114, 0.0561, -1.6205], [2.6330, 1.4509, 0.3400], [3.2626, -1.2943, -0.3703], [1.3048, -0.4992, 0.6070]],
  "lumo_energy_ev": 0.1,
  "homo_energy_ev": -11.4,
  "relative_energy_kj_mol": 0.0,
  "smiles": "ClC(Cl)Cl.CC#N.CC#N.CC#N.CC#N.CC#N"
}



4.
{
  "formula": "C11H16ClF2LuNO5PS2Si",
  "method": "the ωB97M-V functional and the def2-TZVPD basis",
  "elements": ["C", "Si", "C", "C", "C", "C", "F", "F", "S", "O", "O", "N", "S", "O", "O", "P", "O", "Cl", "C", "C", "C", "C", "C", "C", "H", "H", "H", "H", "H", "H", "H", "H", "H", "H", "H", "H", "H", "H", "H", "H", "Lu"],
  "positions_angstrom": [[3.8726, -1.1280, 1.4956], [2.1104, -0.8489, 0.7206], [1.0115, -2.2547, 1.4393], [2.3209, -1.1696, -1.1661], [1.4347, -0.2170, -2.1070], [0.1474, -0.8973, -2.7501], [-0.0016, -2.2862, -2.4957], [0.2569, -0.7621, -4.1815], [-1.4741, -0.0767, -2.2891], [-1.9852, 0.6710, -3.5096], [-1.3530, 0.9257, -1.1613], [-2.6028, -1.3394, -2.0003], [-3.2443, -1.2382, -0.4325], [-4.2456, -2.4391, -0.3044], [-2.2483, -1.4090, 0.6803], [-4.3678, 0.5594, -0.0232], [-5.8790, 0.1109, 0.7268], [-4.8945, 1.5130, -1.8385], [1.5050, 0.9120, 1.1617], [2.4933, 2.1085, 1.0374], [1.9852, 3.5332, 1.3518], [0.4818, 3.7797, 1.7949], [-0.4577, 2.5637, 1.9437], [0.0139, 1.1221, 1.6389], [4.5698, -0.2712, 1.2031], [4.3562, -2.0900, 1.0692], [3.8408, -1.2497, 2.6299], [1.5824, -3.2514, 1.3089], [0.7600, -2.1365, 2.5461], [0.0898, -2.3351, 0.7637], [2.2104, -2.2889, -1.3547], [3.4273, -0.9200, -1.4039], [1.1609, 0.7719, -1.5743], [2.1146, 0.1063, -2.9846], [-6.5701, 0.5226, 0.1463], [3.5855, 1.9694, 0.7176], [2.6404, 4.4677, 1.2682], [0.0423, 4.8149, 2.0089], [-1.5365, 2.7015, 2.2805], [-0.6683, 0.2141, 1.7423], [-6.4855, -2.7585, -0.0989]],
  "lumo_energy_ev": -11.6,
  "homo_energy_ev": -13.2,
  "total_charge": 2
}



5.
{
  "formula": "C11H16F2",
  "method": "the ωB97M-V functional and the def2-TZVPD basis",
  "elements": ["C", "C", "C", "C", "C", "C", "C", "C", "C", "C", "C", "F", "F", "H", "H", "H", "H", "H", "H", "H", "H", "H", "H", "H", "H", "H", "H", "H", "H"],
  "positions_angstrom": [[-2.9838, -3.0034, 1.6156], [-2.7795, -2.7266, 0.3434], [-1.8810, -2.0558, -2.0174], [-2.1527, -2.3432, -0.7026], [3.6886, 0.8414, -1.4631], [2.3894, 1.3463, -0.8982], [2.2123, 0.8394, 0.5652], [0.8166, 1.0898, 1.2128], [-0.2586, 0.1804, 0.7184], [-1.6165, 0.7852, 1.0840], [-2.3835, 1.4022, 0.2477], [-2.2343, 1.5809, -1.1400], [-3.6625, 1.8682, 0.4827], [-2.1952, -2.9516, 2.3974], [-2.6209, -2.2457, -2.7761], [-0.9334, -1.5306, -2.1519], [3.7759, 1.3707, -2.4520], [3.6116, -0.2322, -1.7613], [4.6327, 1.0639, -0.9039], [2.4719, 2.4074, -0.9832], [1.6039, 0.9118, -1.5341], [2.8902, 1.2447, 1.3262], [2.4171, -0.2407, 0.6205], [0.8089, 1.2115, 2.2525], [0.5960, 2.1598, 0.9942], [-0.1285, 0.1171, -0.4680], [-0.1953, -0.7715, 1.2999], [-1.8792, 0.7717, 2.1444], [-4.0103, -3.0913, 1.9471]],
  "lumo_energy_ev": 0.0,
  "homo_energy_ev": -8.9,
  "relative_energy_kj_mol": 132.1,
  "smiles": "CCCCCC=C(F)F.C=C=C=C"
}



6.
{
  "formula": "C11H16F5N2O12S2",
  "method": "the ωB97M-V functional and the def2-TZVPD basis",
  "elements": ["O", "C", "F", "N", "C", "O", "F", "S", "O", "O", "N", "S", "O", "O", "C", "F", "F", "F", "C", "C", "O", "C", "O", "O", "C", "H", "H", "H", "H", "H", "H", "H", "H", "C", "C", "O", "C", "O", "O", "C", "H", "H", "H", "H", "H", "H", "H", "H"],
  "positions_angstrom": [[-5.7125, -0.3905, -0.0786], [-5.2071, -0.9972, -0.9285], [-5.9668, -1.8477, -1.6353], [-3.7984, -0.7755, -1.1929], [-3.5755, 0.0459, -2.3466], [-4.1567, -0.0867, -3.3388], [-2.6191, 1.0237, -2.1838], [-2.8364, -2.2218, -1.2196], [-3.6210, -3.4183, -1.4203], [-1.9490, -2.0471, -2.3655], [-1.8748, -2.4029, 0.1222], [-2.6144, -1.9066, 1.5012], [-1.9443, -2.5890, 2.6054], [-4.0329, -2.1989, 1.5958], [-2.2473, -0.0723, 1.8088], [-2.1476, 0.6275, 0.6742], [-1.0742, 0.0264, 2.4751], [-3.2254, 0.3821, 2.6058], [-1.0054, 0.4948, -6.1214], [-0.3333, 0.3772, -4.7686], [1.0907, 0.5385, -4.8913], [1.5223, 1.7941, -4.9898], [0.8405, 2.7877, -4.9725], [2.8569, 1.7648, -5.1292], [3.4468, 3.0480, -5.3191], [-0.5489, -0.1925, -6.8370], [-2.0701, 0.2714, -6.0420], [-0.8936, 1.5013, -6.5292], [-0.4974, -0.6212, -4.3632], [-0.7480, 1.0868, -4.0524], [3.1410, 3.7437, -4.5380], [3.1824, 3.4380, -6.3030], [4.5271, 2.9230, -5.2708], [4.9489, 0.1794, 6.7162], [4.2787, 0.9695, 5.6095], [3.5557, 0.1066, 4.7280], [2.3513, -0.2883, 5.1684], [1.8428, 0.0314, 6.2142], [1.8266, -1.1046, 4.2576], [0.5609, -1.6665, 4.6292], [5.5632, -0.6202, 6.2976], [5.5782, 0.8288, 7.3274], [4.2084, -0.2916, 7.3641], [5.0377, 1.4659, 5.0036], [3.6261, 1.7469, 6.0109], [-0.1473, -0.8926, 4.9202], [0.6991, -2.3829, 5.4402], [0.1621, -2.1881, 3.7624]],
  "lumo_energy_ev": 2.5,
  "homo_energy_ev": -7.0,
  "total_charge": -1
}